1.
{
  "formula": "C16H36F6O8PtS4",
  "method": "the ωB97M-V functional and the def2-TZVPD basis",
  "symbols": ["Pt", "C", "O", "O", "C", "F", "F", "F", "C", "C", "H", "H", "H", "H", "H", "H", "C", "O", "O", "C", "F", "F", "F", "C", "C", "H", "H", "H", "H", "H", "H", "C", "S", "O", "C", "H", "H", "H", "H", "H", "H", "C", "S", "O", "C", "H", "H", "H", "H", "H", "H", "C", "S", "O", "C", "H", "H", "H", "H", "H", "H", "C", "S", "O", "C", "H", "H", "H", "H", "H", "H"],
  "positions_angstrom": [[0.6324, -0.5102, 0.7651], [-2.3045, -0.5247, 2.5483], [-2.8646, -0.8658, 1.2308], [-0.9227, -0.3207, 2.4372], [-3.1070, 0.5676, 3.2931], [-3.1015, 1.8889, 2.8127], [-4.4260, 0.3000, 3.5991], [-2.5916, 0.8525, 4.4704], [-4.2129, -1.5031, 1.2659], [-4.2867, -2.1107, -0.1320], [-4.2808, -1.2716, -0.8276], [-3.4435, -2.6670, -0.5414], [-5.1969, -2.7020, -0.2319], [-5.0508, -0.8620, 1.5400], [-4.2261, -2.4033, 1.8804], [-2.4395, -1.3795, 3.2109], [2.6141, -0.3343, -2.2499], [1.9489, 0.7598, -2.7494], [2.0395, -0.6199, -1.0026], [2.5811, -1.3659, -3.4034], [3.3114, -0.9398, -4.4589], [3.2001, -2.4321, -2.9036], [1.3601, -1.7177, -3.8412], [2.6304, 1.9529, -3.0307], [1.6405, 2.9483, -3.5097], [2.0862, 3.9357, -3.6305], [1.1604, 2.7374, -4.4653], [0.8969, 2.9248, -2.7131], [3.4684, 1.6804, -3.6722], [3.1199, 2.3890, -2.1599], [3.6297, -0.0377, -1.9879], [-0.0672, -5.0755, -0.0369], [-0.9395, -3.4314, -0.2322], [0.0057, -2.4165, 0.3424], [-0.7093, -3.5072, -2.0419], [0.9697, -5.0547, -0.3724], [-0.3984, -5.9117, -0.6526], [0.0547, -5.3155, 1.0194], [-1.0704, -4.4531, -2.4455], [0.3131, -3.2693, -2.3358], [-1.3552, -2.6541, -2.2498], [-0.3757, 3.8100, 1.9355], [1.2589, 2.9963, 1.4753], [1.0348, 1.6134, 0.9288], [1.5233, 3.9925, 0.0008], [-0.5330, 3.8874, 3.0113], [-1.2236, 3.2183, 1.5905], [-0.3556, 4.8506, 1.6116], [2.3458, 3.5065, -0.5241], [1.9797, 4.9352, 0.3027], [0.8494, 4.0420, -0.8544], [4.2627, -1.6326, 3.3535], [3.1305, -0.4068, 2.6182], [1.9710, -1.2922, 2.2510], [2.5466, 0.4034, 4.2060], [4.7840, -1.3597, 4.2711], [5.0300, -1.9386, 2.6424], [3.7612, -2.5668, 3.6063], [1.5440, 0.8021, 4.0512], [2.9841, 1.3354, 4.5638], [2.3560, -0.2493, 5.0580], [-2.5737, 1.9499, -0.8011], [-0.9931, 1.1922, -1.3965], [-0.7726, -0.1926, -0.8407], [-1.5622, 0.9553, -3.1387], [-3.4024, 1.3411, -1.1625], [-2.5583, 3.0061, -1.0699], [-2.6080, 1.9397, 0.2883], [-2.4506, 0.3262, -3.0839], [-0.8238, 0.4028, -3.7198], [-1.7979, 1.8519, -3.7119]],
  "forces_ev_per_a": [[-0.4754, 1.2132, -0.1236], [2.8050, -0.8585, -1.5316], [-1.8908, 0.2551, 1.8525], [-2.8466, 0.6964, 0.5578], [-0.3750, 3.2845, 0.6115], [-0.5137, -1.3162, -1.6947], [0.6455, -0.4608, -1.1158], [1.2123, -1.3746, 1.7446], [2.6693, -1.1979, -1.1873], [-0.7954, 1.2645, -0.8777], [-0.6200, 0.1379, -0.3002], [0.0931, -0.3080, 1.1011], [-0.0909, 0.0479, -0.2444], [0.2440, 0.2199, -0.2363], [0.2812, 0.3282, 0.9884], [-0.5121, -0.5135, 0.2238], [-1.4887, 0.8216, 3.7977], [-1.7068, 1.6732, -1.2845], [1.3189, -1.3853, -2.1891], [0.5721, 0.6430, 1.9117], [-0.3496, -0.0764, -0.1634], [0.1382, -1.4336, -0.4815], [0.2621, 0.0174, -0.0821], [1.2601, -0.9361, -0.0380], [-0.3078, 0.4030, -0.4074], [-0.0213, 0.0928, 0.3423], [-0.0017, -0.4240, 0.0276], [-0.3061, 0.5059, -0.2352], [0.0337, 0.4688, -0.6870], [-0.0244, -0.2087, 0.5956], [0.8303, -0.3692, -0.8653], [0.9575, 0.1118, 0.4761], [1.9036, -1.5352, -0.0658], [-0.8859, -3.1616, -0.6050], [-0.5340, 1.2605, 0.6851], [0.1916, 1.0584, -0.1784], [-1.0698, 0.1521, 0.3224], [-0.6245, -0.1400, 0.0279], [-0.1246, 0.1858, 0.1010], [-0.0274, -0.0970, 0.2678], [0.0631, -0.0759, -1.0604], [0.3506, -0.3025, 0.4870], [-1.2934, 0.8738, -0.6001], [0.0092, 1.0754, 0.3957], [1.6117, -0.3130, -0.5890], [0.5344, -0.4169, 0.2157], [0.2337, 0.0792, -0.5165], [-0.0233, -0.2204, -0.4783], [0.4842, -0.3988, 0.4272], [-0.5368, 0.3460, 0.0812], [-1.0588, 0.2229, 0.8722], [0.7447, -0.5762, 0.2577], [-0.0426, 0.0760, 2.1730], [0.4123, -0.3124, 0.2910], [-0.9479, 0.4925, 0.0807], [-0.1422, 0.6844, -0.1173], [-0.0734, 0.3809, -0.3117], [-0.7384, 0.2931, -0.1692], [-0.3659, -0.3989, -0.9855], [1.1651, -0.3026, -0.3739], [0.6288, -0.5627, -0.2589], [0.5341, -0.8936, 0.3928], [0.1616, 1.0476, -0.7300], [-1.7077, 0.6345, -1.1590], [-0.1443, -0.7637, 0.2474], [-0.1458, 0.3871, -0.1507], [-0.1352, -0.1572, -0.5498], [0.3007, -0.3493, 0.0410], [-0.1485, 0.0152, 0.0281], [0.3785, 0.0516, 0.4446], [0.0659, 0.3386, 0.5746]],
  "homo_ha": [0.0188, -0.1793],
  "gap_ev": [0.29, 6.83],
  "charge": -1,
  "energy_ha": -3544.0432,
  "multiplicity": 4,
  "e_lumo_ev": [0.8, 1.9]
}

---

2.
{
  "formula": "C16H36IN3O8",
  "method": "the ωB97M-V functional and the def2-TZVPD basis",
  "symbols": ["N", "C", "C", "O", "C", "I", "N", "N", "C", "O", "H", "H", "H", "H", "H", "H", "H", "H", "C", "O", "C", "C", "O", "C", "C", "O", "C", "H", "H", "H", "H", "H", "H", "H", "H", "H", "H", "H", "H", "H", "H", "C", "O", "C", "C", "O", "C", "C", "O", "C", "H", "H", "H", "H", "H", "H", "H", "H", "H", "H", "H", "H", "H", "H"],
  "positions_angstrom": [[-6.4684, 5.1507, -0.5621], [-6.9655, 5.2266, -1.9867], [-5.8590, 6.0514, -2.8505], [-4.8153, 5.1838, -3.3577], [-3.8319, 4.8683, -2.3428], [-2.0466, 4.0628, -3.3694], [-8.2965, 5.9097, -1.9430], [-9.0234, 5.7557, -3.1236], [-9.6081, 4.5501, -3.1425], [-9.6766, 3.3010, -3.3113], [-6.5887, 4.1826, -0.1935], [-7.0054, 5.8157, 0.0349], [-6.9859, 4.1486, -2.3757], [-5.4658, 6.9392, -2.2152], [-6.3561, 6.5421, -3.7813], [-3.5170, 5.7474, -1.6809], [-4.2827, 4.0247, -1.6836], [-8.1833, 6.9207, -1.7126], [1.1675, 1.3334, -3.6344], [1.1018, 1.2739, -2.2209], [0.1765, 0.3180, -1.7181], [0.8225, -0.6876, -0.7600], [1.8443, -1.5346, -1.2808], [3.0449, -0.9272, -1.7501], [3.8902, -0.1549, -0.7254], [3.2153, 0.9884, -0.2249], [3.1340, 1.0425, 1.1960], [0.4913, 2.1101, -4.0019], [2.1885, 1.6020, -3.9153], [0.9281, 0.3753, -4.1077], [-0.3252, -0.2210, -2.5297], [-0.5870, 0.8740, -1.1651], [0.0282, -1.3647, -0.4260], [1.1719, -0.1991, 0.1489], [2.8390, -0.3163, -2.6270], [3.6659, -1.7520, -2.1135], [4.7910, 0.2037, -1.2333], [4.2057, -0.8315, 0.0733], [3.1450, 0.0480, 1.6512], [2.1891, 1.5254, 1.4552], [3.9561, 1.6446, 1.5845], [3.3380, -7.0263, 3.5703], [2.9943, -5.7155, 3.9829], [4.1007, -4.9236, 4.3974], [4.2106, -3.6050, 3.6254], [4.4311, -3.6791, 2.2191], [3.4254, -4.2822, 1.4088], [2.0449, -3.6091, 1.3833], [1.4027, -3.6547, 2.6488], [0.9791, -2.3849, 3.1342], [3.2420, -7.7155, 4.4140], [2.6349, -7.3321, 2.7921], [4.3491, -7.0847, 3.1535], [5.0437, -5.4757, 4.3135], [3.9452, -4.6877, 5.4548], [5.0803, -3.0730, 4.0269], [3.3640, -2.9526, 3.8351], [3.3396, -5.3417, 1.6430], [3.8134, -4.2441, 0.3861], [1.4112, -4.1636, 0.6844], [2.1428, -2.5888, 1.0050], [1.5964, -1.5668, 2.7524], [1.0689, -2.4000, 4.2228], [-0.0666, -2.2246, 2.8687]],
  "forces_ev_per_a": [[-0.6246, -0.4112, -0.3672], [1.5617, 0.3976, 0.7850], [-1.2375, 0.6351, -0.4392], [0.4215, 1.0147, 1.6176], [-1.0795, -0.8316, 0.6302], [-0.9571, 0.4524, 0.6097], [1.3372, 0.1592, 0.8421], [-3.2443, -4.3590, -0.7017], [3.2833, -3.2919, -0.9588], [-0.4185, 7.6716, 0.8716], [-0.1400, 1.3039, -0.2870], [0.5623, -0.9425, -0.6149], [-0.4770, 1.7077, 0.2129], [-0.3712, -1.5851, -0.7965], [0.7693, -1.1139, 1.4735], [-0.4667, -1.1276, -1.1842], [1.2346, 1.3984, -1.0197], [-0.1439, -1.0983, -0.6595], [0.1117, 0.2376, 0.2162], [-0.1625, -0.5047, -0.3312], [0.3544, 0.0233, 0.1753], [-0.0960, -0.0029, 0.1785], [-0.0174, 0.2387, -0.0232], [0.2437, 0.0767, -0.0556], [-0.3888, 0.0397, -0.4559], [-0.0221, -0.4581, 0.6424], [-0.1016, 0.2796, -0.5074], [-0.0569, -0.0755, -0.1827], [-0.0480, 0.0566, 0.0386], [-0.0466, 0.0505, 0.0613], [0.1094, 0.0447, -0.0316], [-0.1320, -0.1781, 0.0999], [0.0391, -0.0579, -0.1867], [0.0673, 0.2647, -0.0923], [-0.0052, 0.2418, 0.1048], [-0.0653, -0.0796, 0.1585], [0.1027, -0.2178, -0.1155], [-0.0860, 0.0172, 0.1275], [0.0790, -0.0081, -0.0295], [0.0636, 0.0503, 0.0008], [0.0724, -0.0595, 0.2115], [-0.3059, 0.0764, 0.1077], [0.5794, -0.1055, -0.2031], [-0.2792, 0.1714, -0.2551], [-0.0124, 0.1775, 0.0998], [-0.1296, -0.0701, 0.1430], [-0.2103, -0.0562, -0.1684], [0.3478, -0.4281, 0.2299], [0.1457, 0.7629, 0.0426], [0.0122, -0.6322, 0.0585], [0.1404, -0.1234, -0.0475], [-0.0213, 0.0154, 0.0745], [-0.0351, 0.0407, 0.0682], [-0.0861, -0.0422, -0.0829], [0.1815, 0.1687, 0.0469], [0.0697, -0.1530, -0.1142], [-0.2058, -0.2004, 0.0518], [-0.2037, -0.0117, 0.1545], [0.0405, 0.1785, 0.0567], [0.1504, 0.0261, -0.2442], [-0.0243, 0.0414, 0.0840], [-0.0270, -0.0169, -0.0616], [-0.0788, -0.0043, -0.0271], [-0.0731, 0.2264, -0.0314]],
  "homo_ha": -0.3295,
  "gap_ev": 8.99,
  "energy_ha": -1694.8204,
  "multiplicity": 1,
  "e_lumo_ev": 0.0
}